{
  "formula": "C29H56Cl36OP",
  "method": "ωB97M-V/def2-TZVPD",
  "species": ["C", "C", "C", "C", "P", "O", "C", "C", "C", "C", "C", "C", "C", "H", "H", "H", "H", "H", "H", "H", "H", "H", "H", "H", "H", "H", "H", "H", "H", "H", "H", "H", "H", "C", "Cl", "Cl", "H", "H", "C", "Cl", "Cl", "H", "H", "C", "Cl", "Cl", "H", "H", "C", "Cl", "Cl", "H", "H", "C", "Cl", "Cl", "H", "H", "C", "Cl", "Cl", "H", "H", "C", "Cl", "Cl", "H", "H", "C", "Cl", "Cl", "H", "H", "C", "Cl", "Cl", "H", "H", "C", "Cl", "Cl", "H", "H", "C", "Cl", "Cl", "H", "H", "C", "Cl", "Cl", "H", "H", "C", "Cl", "Cl", "H", "H", "C", "Cl", "Cl", "H", "H", "C", "Cl", "Cl", "H", "H", "C", "Cl", "Cl", "H", "H", "C", "Cl", "Cl", "H", "H", "C", "Cl", "Cl", "H", "H"],
  "xyz": [[-2.2460, -1.3624, -0.6568], [-0.8864, -2.0009, -1.0577], [-1.1396, -3.4850, -1.3582], [0.1522, -1.8322, 0.0387], [1.9681, -1.8541, -0.6272], [1.6837, -0.2882, -1.4714], [2.6261, -0.8891, 0.8874], [2.7755, -1.5930, 2.2194], [3.4999, -0.9390, 3.2349], [3.6902, -1.4881, 4.4998], [3.1397, -2.7276, 4.8082], [2.4045, -3.3789, 3.8202], [2.2267, -2.8273, 2.5569], [-2.3445, -1.3720, 0.4258], [-3.0554, -1.9711, -1.0703], [-2.3598, -0.3606, -1.0648], [-0.5385, -1.4988, -1.9608], [-1.7895, -3.5758, -2.2303], [-0.1871, -3.9637, -1.5762], [-1.6184, -3.9363, -0.4871], [0.0076, -0.8302, 0.4452], [-0.0148, -2.5460, 0.8494], [3.3181, -1.8707, -1.2524], [1.4744, -2.5235, -1.8172], [2.2627, -3.1652, -0.0684], [2.2200, -0.3513, -2.2626], [3.5970, -0.4782, 0.6028], [1.9816, -0.0242, 1.0575], [3.9322, 0.0302, 3.0164], [4.2548, -0.9171, 5.2262], [3.2672, -3.1819, 5.7821], [1.9886, -4.3472, 4.0610], [1.6665, -3.3786, 1.8193], [-1.7966, 2.3715, 1.0756], [-0.3098, 1.6315, 1.6768], [-3.1909, 1.3009, 1.2784], [-1.9658, 3.2869, 1.6254], [-1.6578, 2.5565, 0.0144], [1.3768, 3.2897, -1.4760], [-0.3098, 2.9522, -1.8853], [1.7987, 4.9910, -1.7669], [1.5295, 3.0581, -0.4280], [2.0140, 2.6729, -2.0967], [3.7338, 2.0856, -5.1135], [3.0374, 1.1896, -3.7650], [5.1143, 3.0717, -4.5892], [4.0656, 1.3819, -5.8657], [2.9776, 2.7436, -5.5263], [-1.6697, 6.6632, -0.9188], [-2.4167, 5.9069, 0.4953], [-0.2323, 7.5897, -0.4751], [-1.3812, 5.8912, -1.6255], [-2.3931, 7.3340, -1.3679], [2.4000, -5.9006, -3.4333], [1.6508, -6.3789, -1.9026], [2.2923, -4.1652, -3.7228], [3.4464, -6.1810, -3.4003], [1.8954, -6.4221, -4.2385], [0.5841, -6.9711, 4.0147], [0.3763, -5.9847, 5.4652], [-0.2603, -6.2817, 2.6217], [1.6406, -7.0219, 3.7774], [0.1923, -7.9624, 4.2104], [5.0940, 0.0126, -8.5568], [4.4513, -1.2501, -7.5024], [4.1173, 1.4868, -8.4775], [6.0984, 0.2541, -8.2374], [5.0972, -0.3481, -9.5786], [4.9441, 6.0810, 0.4318], [4.8230, 5.3342, 2.0256], [5.3471, 4.9049, -0.8245], [3.9892, 6.5328, 0.1875], [5.7222, 6.8351, 0.4622], [4.0257, -3.3560, 9.1076], [3.9666, -1.6483, 8.6583], [3.2053, -4.3800, 7.9252], [5.0631, -3.6627, 9.1677], [3.5386, -3.4787, 10.0676], [8.6634, 6.8209, 1.8259], [7.9278, 5.6530, 2.9224], [7.7728, 8.3531, 1.7871], [9.6749, 7.0236, 2.1567], [8.6697, 6.4006, 0.8265], [8.4549, 1.4738, -5.4310], [9.9068, 1.5547, -6.4406], [7.3368, 0.2220, -5.9790], [8.7503, 1.2476, -4.4136], [7.9461, 2.4293, -5.4747], [-0.2622, 6.7505, -5.0319], [-0.9653, 5.5462, -3.9525], [-1.1701, 8.2708, -5.0162], [0.7522, 6.9499, -4.7055], [-0.2658, 6.3556, -6.0408], [-3.7391, -7.5396, 2.6539], [-4.2647, -8.9925, 3.5189], [-4.8676, -6.1978, 2.8762], [-2.7691, -7.2411, 3.0305], [-3.6781, -7.7676, 1.5965], [-5.9181, -2.6302, 4.2464], [-7.3891, -1.7080, 3.8998], [-4.5206, -1.5800, 4.4758], [-6.0772, -3.2039, 5.1515], [-5.7229, -3.2891, 3.4081], [-5.6194, 6.9375, 2.4645], [-5.6043, 8.1957, 3.7043], [-6.3728, 7.5012, 0.9650], [-4.5979, 6.6509, 2.2453], [-6.1818, 6.0893, 2.8357], [-9.6875, 5.9571, -0.2175], [-10.4174, 4.8141, 0.9168], [-10.5556, 7.4974, -0.2511], [-8.6668, 6.1452, 0.0915], [-9.7135, 5.5239, -1.2100], [-9.0501, -3.1850, 0.6192], [-7.6392, -3.9847, 1.3062], [-10.4602, -4.2573, 0.5533], [-9.2973, -2.3305, 1.2387], [-8.8099, -2.8655, -0.3885], [-8.3788, -6.2051, -2.0226], [-6.7228, -5.6031, -1.9220], [-9.1128, -5.8761, -3.5999], [-8.3671, -7.2769, -1.8647], [-8.9730, -5.7187, -1.2586]],
  "charge": -1,
  "multiplicity": 1
}



{
  "formula": "C29H57BrN9O8",
  "method": "ωB97M-V/def2-TZVPD",
  "species": ["C", "C", "O", "O", "C", "C", "C", "C", "C", "C", "C", "N", "N", "Br", "N", "C", "C", "C", "O", "N", "C", "C", "H", "H", "H", "H", "H", "H", "H", "H", "H", "H", "H", "H", "H", "H", "H", "H", "H", "H", "H", "H", "H", "H", "C", "C", "O", "N", "C", "H", "H", "H", "H", "H", "H", "H", "C", "C", "O", "N", "C", "H", "H", "H", "H", "H", "H", "H", "C", "C", "O", "N", "C", "H", "H", "H", "H", "H", "H", "H", "C", "C", "O", "N", "C", "H", "H", "H", "H", "H", "H", "H", "C", "C", "O", "N", "C", "H", "H", "H", "H", "H", "H", "H"],
  "xyz": [[-1.2535, 1.7165, -1.2977], [-1.1507, 2.0650, -2.7442], [-1.0456, 3.1793, -3.1261], [-1.1938, 1.0272, -3.6453], [0.1019, 0.6276, -4.1036], [0.7408, -0.4077, -3.1582], [2.2106, -0.1174, -2.8887], [2.7363, -0.5927, -1.5559], [1.9321, -1.2046, -0.6181], [2.4768, -1.5907, 0.6172], [1.5959, -2.2030, 1.6612], [0.2137, -1.7658, 1.3983], [3.7793, -1.3729, 0.7706], [4.6240, -1.9351, 2.3522], [4.6012, -0.8094, -0.0874], [4.1028, -0.3909, -1.2316], [5.0718, 0.2944, -2.1476], [5.6932, 1.4679, -1.4104], [5.0982, 2.0120, -0.5296], [7.0010, 1.8562, -1.8484], [7.0073, 3.3262, -2.0363], [7.9219, 1.4792, -0.7655], [-1.3337, 2.6043, -0.6931], [-0.3356, 1.2050, -1.0042], [-2.0707, 1.0318, -1.1033], [-0.0200, 0.2083, -5.0941], [0.7171, 1.5207, -4.2049], [0.1416, -0.3814, -2.2604], [0.6150, -1.3880, -3.6082], [2.3430, 0.9683, -2.8808], [2.8471, -0.4761, -3.6957], [0.8878, -1.3893, -0.7764], [1.8841, -1.8784, 2.6630], [1.6649, -3.2860, 1.5652], [0.1786, -0.8194, 1.7626], [-0.3538, -2.2706, 2.0714], [4.5537, 0.6982, -3.0070], [5.8293, -0.4225, -2.4458], [7.7805, 3.6026, -2.7447], [6.0557, 3.6354, -2.4535], [7.1605, 3.8490, -1.0954], [7.7573, 2.0790, 0.1323], [8.9421, 1.6468, -1.0930], [7.7921, 0.4372, -0.4861], [-4.1836, 5.0124, 1.1307], [-3.9907, 3.6298, 0.5577], [-3.0495, 2.9154, 0.8813], [-4.9051, 3.1911, -0.3390], [-6.0861, 3.8731, -0.8470], [-3.3756, 5.2118, 1.8271], [-4.1614, 5.7635, 0.3408], [-5.1330, 5.0805, 1.6623], [-4.7174, 2.2618, -0.6789], [-6.9751, 3.2870, -0.6064], [-6.0085, 3.9666, -1.9310], [-6.1929, 4.8627, -0.4185], [-1.0477, 0.2249, 5.0209], [0.4013, -0.1579, 4.9019], [0.8016, -0.7501, 3.8968], [1.2428, 0.1570, 5.9046], [0.9370, 0.8481, 7.1464], [-1.5544, -0.1187, 4.1236], [-1.5044, -0.2528, 5.8888], [-1.1558, 1.3072, 5.1017], [2.1949, -0.1331, 5.7460], [1.5264, 1.7622, 7.2171], [1.1816, 0.2105, 7.9961], [-0.1146, 1.1053, 7.1925], [-8.6807, -0.3750, 0.9117], [-8.3101, 0.4625, -0.2899], [-8.9993, 1.3919, -0.6705], [-7.1575, 0.1466, -0.9432], [-6.2072, -0.9077, -0.6374], [-9.6137, 0.0028, 1.3169], [-8.8169, -1.4193, 0.6283], [-7.9092, -0.3085, 1.6804], [-6.9737, 0.7423, -1.7351], [-5.2218, -0.4829, -0.4331], [-6.1156, -1.5873, -1.4862], [-6.5269, -1.4738, 0.2302], [5.2628, -2.9016, -4.0674], [5.6162, -2.0547, -5.2666], [4.9498, -1.0674, -5.5478], [6.6882, -2.4149, -6.0068], [7.5799, -3.5453, -5.8121], [4.3824, -2.4569, -3.6111], [5.0310, -3.9287, -4.3483], [6.0793, -2.9040, -3.3428], [6.8625, -1.8005, -6.7870], [8.6018, -3.1935, -5.6674], [7.5583, -4.1927, -6.6891], [7.2846, -4.1250, -4.9446], [-5.1204, -1.4197, 3.4771], [-3.7953, -2.1425, 3.5232], [-2.7934, -1.6780, 2.9956], [-3.7522, -3.3311, 4.1731], [-4.8337, -4.0269, 4.8503], [-4.9863, -0.4937, 2.9256], [-5.8734, -2.0268, 2.9729], [-5.4680, -1.1836, 4.4832], [-2.8414, -3.7619, 4.1668], [-4.5854, -4.1695, 5.9025], [-4.9899, -5.0060, 4.3964], [-5.7559, -3.4613, 4.7840]],
  "charge": 1,
  "multiplicity": 1
}



{
  "formula": "C29H57FO11",
  "method": "ωB97M-V/def2-TZVPD",
  "species": ["C", "C", "C", "C", "C", "F", "C", "C", "C", "C", "O", "C", "O", "C", "C", "C", "C", "O", "C", "O", "H", "H", "H", "H", "H", "H", "H", "H", "H", "H", "H", "H", "H", "H", "H", "C", "C", "O", "H", "H", "H", "H", "H", "H", "C", "C", "O", "H", "H", "H", "H", "H", "H", "C", "C", "O", "H", "H", "H", "H", "H", "H", "C", "C", "O", "H", "H", "H", "H", "H", "H", "C", "C", "O", "H", "H", "H", "H", "H", "H", "C", "C", "O", "H", "H", "H", "H", "H", "H", "C", "C", "O", "H", "H", "H", "H", "H", "H"],
  "xyz": [[-3.5121, -2.8895, -0.4295], [-4.7867, -2.0659, -0.1668], [-4.7433, -0.6217, -0.5935], [-5.7322, -0.1791, -1.4626], [-5.7394, 1.1236, -1.9230], [-6.7173, 1.5092, -2.7550], [-4.7685, 2.0336, -1.5672], [-3.7831, 1.6113, -0.6954], [-3.7718, 0.3081, -0.1886], [-2.7256, -0.0291, 0.8070], [-2.8119, -0.9559, 1.5830], [-1.5100, 0.8540, 0.8489], [-0.4439, 0.3510, 1.5433], [-1.4904, 2.0888, 0.3345], [-0.2897, 2.9823, 0.4141], [0.9169, 2.4296, -0.3395], [0.6332, 1.9938, -1.7870], [0.7602, 0.5679, -1.9203], [-2.7302, 2.5978, -0.3048], [-2.8767, 3.7835, -0.5279], [-3.0597, -3.1516, 0.5249], [-2.7665, -2.3130, -0.9768], [-3.7501, -3.8160, -0.9455], [-5.5838, -2.5291, -0.7442], [-5.0933, -2.1493, 0.8758], [-6.5055, -0.8623, -1.7875], [-4.7925, 3.0419, -1.9537], [-0.0407, -0.3573, 1.0264], [-0.0115, 3.0783, 1.4684], [-0.5298, 3.9882, 0.0780], [1.6836, 3.2079, -0.3580], [1.3673, 1.5780, 0.1725], [-0.3872, 2.2532, -2.0635], [1.3366, 2.4825, -2.4625], [1.6819, 0.3665, -1.7307], [-3.4145, -6.4615, 3.7815], [-3.3234, -5.0438, 3.2500], [-4.4033, -4.7278, 2.3730], [-3.4289, -7.1759, 2.9579], [-2.5672, -6.6908, 4.4288], [-4.3315, -6.6000, 4.3594], [-2.4170, -4.9106, 2.6616], [-3.2972, -4.3253, 4.0750], [-5.2210, -4.8210, 2.8721], [4.4722, 2.2403, 1.3507], [4.8132, 1.3628, 0.1643], [5.1079, 2.1427, -0.9962], [3.6196, 2.8784, 1.1157], [4.2223, 1.6422, 2.2261], [5.3150, 2.8934, 1.5970], [3.9644, 0.7265, -0.0900], [5.6654, 0.7127, 0.3863], [5.8614, 2.7012, -0.7815], [2.6407, 0.0510, 5.7763], [2.7653, 1.4582, 5.2235], [2.7169, 1.4825, 3.7979], [3.4339, -0.5840, 5.3802], [2.7042, 0.0513, 6.8652], [1.6841, -0.3922, 5.4902], [3.7253, 1.8944, 5.4961], [1.9751, 2.0972, 5.6303], [1.8652, 1.1204, 3.5274], [9.4204, 0.2905, 0.7995], [8.4113, 1.3386, 1.2284], [9.0094, 2.3875, 1.9820], [9.9139, -0.1359, 1.6729], [8.9391, -0.5133, 0.2406], [10.1914, 0.7332, 0.1645], [7.6527, 0.8950, 1.8719], [7.9052, 1.7616, 0.3519], [9.6769, 2.8068, 1.4308], [-0.2220, -0.2166, -5.5305], [0.8417, -1.2632, -5.7937], [2.1512, -0.7623, -5.5386], [-0.0483, 0.6662, -6.1473], [-1.2202, -0.6019, -5.7450], [-0.1947, 0.0975, -4.4841], [0.8358, -1.5727, -6.8381], [0.6598, -2.1512, -5.1783], [2.1795, -0.4875, -4.6167], [-8.6859, -6.0022, 0.4112], [-7.7735, -5.3536, -0.6126], [-7.1335, -4.1874, -0.1029], [-9.4444, -5.2942, 0.7461], [-9.1843, -6.8781, -0.0061], [-8.1162, -6.3206, 1.2878], [-8.3448, -5.0248, -1.4796], [-7.0188, -6.0689, -0.9564], [-6.5972, -4.4447, 0.6548], [4.5217, 6.1795, -2.9200], [3.7139, 4.9700, -2.4865], [2.3327, 5.2889, -2.3190], [4.4241, 6.9818, -2.1882], [5.5782, 5.9280, -3.0261], [4.1649, 6.5606, -3.8800], [4.0623, 4.6009, -1.5241], [3.8199, 4.1584, -3.2135], [2.0032, 5.6010, -3.1673]],
  "de_lowest_kj_mol": 0.0,
  "smiles": "CCc1cc(F)cc2c1C(=O)C(O)=C(CCCO)C2=O.CCO.CCO.CCO.CCO.CCO.CCO.CCO",
  "multiplicity": 1
}



{
  "formula": "C29H57Li6O18P2",
  "method": "ωB97M-V/def2-TZVPD",
  "species": ["Li", "Li", "Li", "Li", "Li", "Li", "P", "O", "O", "O", "O", "P", "O", "O", "O", "O", "O", "C", "O", "O", "H", "C", "C", "C", "O", "C", "H", "H", "H", "H", "H", "H", "H", "H", "C", "C", "C", "O", "C", "H", "H", "H", "H", "H", "H", "H", "H", "C", "C", "C", "O", "C", "H", "H", "H", "H", "H", "H", "H", "H", "C", "C", "C", "O", "C", "H", "H", "H", "H", "H", "H", "H", "H", "C", "C", "C", "O", "C", "H", "H", "H", "H", "H", "H", "H", "H", "C", "C", "C", "O", "C", "H", "H", "H", "H", "H", "H", "H", "H", "C", "C", "C", "O", "C", "H", "H", "H", "H", "H", "H", "H", "H"],
  "xyz": [[2.6312, 1.4260, -2.8261], [0.1515, 3.0575, 1.1865], [2.6403, 4.6355, -0.9737], [1.1712, 0.0326, -0.4747], [0.1066, 3.2187, -1.4633], [2.8310, 4.1789, 1.7138], [0.8477, 5.3744, 0.9483], [0.2141, 4.5364, -0.0935], [0.1366, 6.5971, 1.5473], [2.3491, 5.8016, 0.7758], [0.9288, 4.4302, 2.1847], [2.1397, 2.1508, -0.6049], [2.8883, 3.0827, 0.2589], [2.0455, 3.0198, -1.8963], [0.7201, 1.8707, -0.1587], [2.8239, 0.8625, -1.0075], [0.5578, -1.9167, -4.1336], [0.8377, -0.8857, -3.3188], [0.5672, -1.0437, -2.1284], [1.2623, 0.2298, -3.7584], [0.1734, -2.4038, -3.4011], [-3.3944, -2.7173, -1.9606], [-4.8326, -2.7030, -1.5429], [-4.8694, -2.3702, -0.0791], [-3.5174, -2.3094, 0.2307], [-2.6910, -3.0293, -0.6468], [-3.0431, -1.7323, -2.2680], [-3.1468, -3.4130, -2.7623], [-5.2889, -3.6833, -1.6804], [-5.3342, -1.9408, -2.1392], [-5.6024, -2.9715, 0.4587], [-5.2234, -1.3397, -0.1086], [-2.6197, -4.0891, -0.4023], [-1.6776, -2.6291, -0.6146], [5.5412, -4.8037, -1.0166], [6.6484, -3.7534, -0.7889], [6.0719, -2.6005, -1.6425], [5.7145, -3.3543, -2.8214], [5.5604, -4.7732, -2.6053], [4.5221, -4.6229, -0.6748], [5.8773, -5.7656, -0.6295], [7.5676, -4.1190, -1.2468], [6.7837, -3.3929, 0.2308], [6.7958, -1.8150, -1.8593], [5.1522, -2.1905, -1.2253], [6.4720, -5.2657, -2.9439], [4.6425, -5.2406, -2.9616], [3.0840, -2.8056, 1.8191], [3.2052, -1.4597, 2.6292], [1.9392, -0.7102, 2.1308], [1.6196, -1.2776, 0.8701], [1.8713, -2.6650, 0.8758], [2.9209, -3.6773, 2.4528], [4.0200, -2.9353, 1.2759], [4.0323, -0.8517, 2.2630], [3.1975, -1.7255, 3.6863], [2.1031, 0.3674, 2.1352], [1.1810, -0.8450, 2.9022], [1.8921, -3.2059, -0.0703], [0.9925, -3.0150, 1.4174], [-2.3256, 1.0014, 3.1993], [-1.5988, 1.2941, 4.4787], [-0.2448, 1.8708, 4.0486], [-0.2385, 1.6473, 2.6144], [-1.2322, 0.7196, 2.2466], [-2.8417, 1.9326, 2.9657], [-3.0227, 0.1657, 3.2591], [-1.4802, 0.3598, 5.0274], [-2.0739, 2.0053, 5.1545], [0.5260, 1.3501, 4.6167], [-0.1200, 2.9392, 4.2248], [-0.8878, -0.3106, 2.3360], [-1.5333, 0.8682, 1.2097], [-4.1172, 3.1621, -0.7003], [-3.8285, 2.5023, -1.9818], [-2.6568, 1.6322, -1.6582], [-1.9152, 2.4575, -0.7270], [-2.7226, 3.4012, -0.0863], [-4.7804, 2.5978, -0.0448], [-4.7012, 4.0435, -0.9651], [-3.5135, 3.2271, -2.7325], [-4.7626, 2.0234, -2.2755], [-2.0717, 1.3569, -2.5357], [-2.9825, 0.7269, -1.1461], [-2.4703, 4.4017, -0.4376], [-2.7826, 3.2364, 0.9895], [-2.0230, -4.1693, 4.1602], [-0.6483, -4.2826, 4.6892], [0.1197, -3.0678, 4.3080], [-0.5087, -2.6744, 3.1683], [-1.9054, -2.8389, 3.3395], [-2.7813, -4.0087, 4.9265], [-2.4021, -5.0529, 3.6467], [-0.1975, -5.1564, 4.2187], [-0.6970, -4.3919, 5.7726], [1.1766, -3.1747, 4.0639], [0.0198, -2.3728, 5.1417], [-2.4548, -2.9405, 2.4036], [-2.3625, -2.0119, 3.8829], [-0.6999, 4.2163, -5.4699], [-1.5229, 5.2713, -4.7586], [-0.8118, 5.3536, -3.4366], [-0.5345, 4.0023, -3.1637], [-0.4600, 3.2767, -4.3075], [0.2375, 4.6246, -5.8474], [-1.2131, 3.7276, -6.2981], [-2.5318, 4.9017, -4.5752], [-1.6073, 6.2738, -5.1780], [-1.4442, 5.7220, -2.6288], [0.0636, 5.9996, -3.3694], [-1.1718, 2.4564, -4.3998], [0.5479, 2.8809, -4.4325]],
  "charge": -1,
  "multiplicity": 1
}



no.,E_HOMO (hartree)
1,-0.13390
2,-0.40315
3,-0.34286
4,-0.11264